This record from the Open Molecules 2025 dataset describes a 2-piece molecular cluster, C6H13N4O2 overall at a distorted geometry. The level of theory is the ωB97M-V functional and the def2-TZVPD basis.

Positions of all 25 atoms, in Å:
1 C 0.917 0.828 0.805
2 C 1.342 -3.123 -0.515
3 C 0.647 -1.776 2.128
4 C -1.611 -1.689 1.086
5 C -1.424 1.460 -1.118
6 C 0.615 2.276 -2.474
7 N 0.821 1.855 -0.148
8 N -0.185 0.020 0.756
9 N -0.389 -1.075 1.344
10 N -0.097 2.058 -1.138
11 O 1.906 0.791 1.552
12 O 1.668 -4.092 -1.045
13 H 1.611 -1.617 1.838
14 H 0.467 -1.239 3.125
15 H 0.381 -2.771 2.437
16 H -1.243 -2.507 0.524
17 H -2.024 -1.863 2.033
18 H -2.259 -1.224 0.404
19 H -1.313 0.447 -0.895
20 H -1.883 1.803 -0.271
21 H -1.774 1.766 -2.065
22 H 1.413 1.663 -2.605
23 H -0.062 2.186 -3.276
24 H 0.895 3.311 -2.407
25 H 1.584 2.512 -0.073

Output
Net charge: +1
Orbital gap (alpha / beta) in eV: 5.88 / 8.41
Lowest unoccupied orbital energy (alpha / beta) in eV: -5.89 / -4.82
2S+1: 1

natural (NBO) population analysis, charges in e, atoms 1 to 6: 0.64, 0.47, -0.46, -0.42, -0.41, -0.41


This record from the Open Molecules 2025 dataset describes C9H11BF4N2O10P2Sc as an isolated structure at a distorted geometry. The level of theory is the ωB97M-V functional and the def2-TZVPD basis.

Positions of all 40 atoms, in Å:
1 Sc -0.803 0.053 -0.764
2 O -3.112 3.078 0.841
3 C -2.430 2.115 0.575
4 O -1.426 2.032 -0.246
5 C -2.706 0.789 1.317
6 C -3.522 0.714 2.421
7 C -3.691 -0.588 2.999
8 C -3.041 -1.684 2.416
9 C -2.126 -1.469 1.417
10 N -2.012 -0.263 0.916
11 C -1.132 -2.486 0.794
12 O -1.050 -3.597 1.264
13 O -0.507 -1.955 -0.207
14 H -3.944 1.615 2.794
15 H -4.360 -0.731 3.819
16 H -3.019 -2.676 2.853
17 N 4.176 -0.174 0.028
18 C 2.988 0.537 -0.514
19 C 3.437 1.597 -1.496
20 P 1.967 1.081 1.004
21 O 1.666 2.630 0.702
22 O 2.908 0.874 2.157
23 O 0.666 0.307 0.890
24 P 2.256 -0.725 -1.568
25 O 1.938 -1.950 -0.602
26 O 3.322 -1.026 -2.558
27 O 0.943 -0.069 -2.039
28 H 3.836 -0.831 0.702
29 H 4.664 0.580 0.617
30 H 4.555 -0.643 -0.826
31 H 3.785 2.533 -0.906
32 H 2.595 1.805 -2.153
33 H 4.277 1.196 -2.085
34 H 0.716 2.682 0.513
35 H 1.053 -2.059 -0.349
36 F -2.925 -0.763 -1.630
37 B -2.626 -0.699 -3.044
38 F -1.530 0.188 -2.868
39 F -3.683 -0.132 -3.657
40 F -2.104 -1.887 -3.528

Output
Net charge: -1
Orbital gap in eV: 9.86
Lowest unoccupied orbital energy in eV: 2.27
2S+1: 1

natural (NBO) population analysis, charges in e, atoms 1 to 6: 1.82, -0.62, 0.77, -0.80, 0.12, -0.20


Calculated values (kJ/mol) of ΔE to the lowest compared entry with this formula, charge and spin for the records, taken in order: 620.9, 95.6.